Entry 1:
A cluster of 2 separate species, C5H12NO2 in total at a distorted geometry, computed with the ωB97M-V functional and the def2-TZVPD basis.

Structure (XYZ):
```
20
Properties=species:S:1:pos:R:3:forces:R:3:lowdin_charge:R:1
C 2.178832 0.105026 -0.090558 0.717 1.762 1.658 -0.112
C 1.117526 0.991045 0.601894 0.705 0.109 -0.057 -0.323
N 0.755129 0.630385 1.974066 0.226 0.227 0.461 -0.143
C -0.658622 0.958922 2.234051 0.569 -0.134 -0.077 -0.160
H 2.058123 0.291331 -1.138213 0.393 0.085 -0.604 0.035
H 1.958593 -0.923151 0.074289 -0.146 -0.807 0.238 0.052
H 3.201713 0.375963 0.317084 -0.822 -0.483 -0.630 0.068
H 0.245129 0.850666 0.003857 -0.700 0.038 -0.336 0.055
H 1.413319 2.072060 0.550940 -0.099 -0.529 -0.103 0.108
H 1.336604 1.158342 2.623558 -0.089 -0.183 -0.162 0.078
H -0.861884 0.906573 3.319886 0.023 -0.005 -0.443 0.063
H -0.886923 1.978926 1.858100 -0.237 -0.292 0.212 0.069
H -1.229685 0.209016 1.674408 -0.189 0.414 0.202 0.046
O 0.058636 -0.490236 -1.955852 0.034 -0.047 -0.588 -0.082
C -0.993836 -0.924529 -1.455844 -0.323 0.372 1.576 -0.736
O -1.332346 -0.795021 -0.223096 -0.119 -0.539 -1.759 -0.119
C -1.950336 -1.686631 -2.403222 1.369 -0.803 -0.379 -0.056
H -2.893241 -1.859417 -1.937982 -0.749 -0.198 0.282 0.034
H -2.058899 -1.180942 -3.363805 -0.041 0.224 0.120 0.050
H -1.457832 -2.668327 -2.663559 -0.522 0.788 0.389 0.073
```
Forces are in eV/Å.

The value obtained for the HOMO-LUMO gap is 0.306 Ha. The spin multiplicity is 1. For the highest occupied orbital energy, the calculation gives -4.1681 eV. Its total charge is -1. Its lowest unoccupied orbital energy is 4.17 eV.

Entry 2:
The ion C5H12NO2 with charge -1 at a distorted geometry, computed with the ωB97M-V functional and the def2-TZVPD basis.

Structure (XYZ):
```
20
Properties=species:S:1:pos:R:3:forces:R:3:lowdin_charge:R:1
C 1.205007 0.264426 1.696557 0.225 1.149 -0.122 -0.066
C 0.136040 0.270713 0.588557 -0.121 -1.389 -0.006 -0.409
N -0.454719 -1.060217 0.496401 -0.642 -0.075 0.092 -0.054
C -2.100634 -1.086059 0.379294 1.452 0.762 -0.650 -0.550
O -2.589183 -1.924123 -0.465839 -0.004 -0.724 0.141 -0.297
C 0.720024 0.747087 -0.779601 -1.128 -0.173 0.720 -0.422
C 0.816533 2.254353 -0.822014 0.494 0.539 0.085 -0.063
O 1.919647 0.115117 -1.185183 0.257 -0.105 -0.095 -0.040
H 2.021684 0.881904 1.303374 0.590 -0.319 0.297 0.042
H 0.998614 0.740824 2.661535 -0.644 -0.021 -0.159 0.060
H 1.499394 -0.755289 1.924983 0.218 0.003 -0.313 0.064
H -0.742373 0.906579 0.753048 0.379 0.429 0.433 0.111
H -0.065047 -1.598897 -0.267987 -0.194 0.038 -0.243 0.067
H -2.315539 -0.016051 0.069636 0.037 0.143 0.451 0.063
H -2.276614 -1.201821 1.467977 -0.643 -0.078 0.129 0.065
H -0.074099 0.350434 -1.415007 0.294 0.341 -0.639 0.144
H 1.446374 2.650844 -0.025452 0.243 -0.237 0.375 0.067
H 1.270104 2.672448 -1.720425 -0.222 -0.253 -0.375 0.070
H -0.141124 2.721146 -0.639453 -0.424 0.014 -0.209 0.073
H 2.648917 0.443460 -0.646704 -0.168 -0.045 0.089 0.074
```
Forces are in eV/Å.

The value obtained for the HOMO-LUMO gap is 0.221 Ha. The spin multiplicity is 1. For the highest occupied orbital energy, the calculation gives -2.5366 eV. Its total charge is -1. Its lowest unoccupied orbital energy is 3.47 eV. As for the SMILES: C[C@H](NC[O-])[C@@H](C)O.

Entry 3:
An isolated molecule of C5H12NO2 at a distorted geometry, computed with the ωB97M-V functional and the def2-TZVPD basis.

Structure (XYZ):
```
20
Properties=species:S:1:pos:R:3:forces:R:3:mulliken_spin:R:1
C -0.936993 -0.643546 1.557305 4.126 -0.081 -0.607 0.033
C 0.140136 0.412569 1.258154 0.815 0.920 0.024 0.551
C 0.525503 0.386717 -0.258436 3.330 -0.006 -0.881 0.310
C 0.228709 -0.924262 -1.036783 0.137 0.671 3.593 -0.042
C 0.508461 -0.730313 -2.457494 -1.146 -1.010 -2.452 0.020
O -0.029178 -1.776595 -3.138891 -1.227 -0.246 -2.308 0.001
O 0.933945 0.195842 -3.081026 0.629 0.898 0.760 -0.012
N -0.187226 1.890393 1.540272 1.836 -2.141 2.429 0.918
H -0.354777 -1.502772 1.889613 0.372 -0.828 -1.081 0.014
H -1.700470 -0.921474 0.926791 -1.128 -0.254 -2.292 -0.003
H -1.413665 -0.653003 2.417338 -2.381 1.696 4.645 -0.180
H 1.098816 0.259865 2.019217 -2.231 0.211 -2.025 0.213
H 1.669783 0.366908 -0.338807 -1.102 0.254 0.683 0.031
H 0.445071 1.292799 -0.921026 -1.112 -0.627 1.073 0.071
H 0.867680 -1.646833 -0.445562 -0.691 0.108 -1.429 -0.015
H -0.817286 -1.232866 -0.875163 0.532 -0.053 -0.603 -0.029
H -0.304856 -1.511351 -4.103704 1.323 -0.459 2.625 0.000
H 0.805973 2.534925 1.656570 -0.459 -0.335 -0.204 -0.323
H -0.849032 2.239874 0.934666 -1.761 1.253 -2.377 -0.325
H -0.630597 1.963130 2.456960 0.139 0.028 0.426 -0.231
```
Forces are in eV/Å.

The value obtained for the HOMO-LUMO gap (alpha / beta) is 0.164 / 0.416 Ha. The spin multiplicity is 2. For the highest occupied orbital energy (alpha / beta), the calculation gives -3.9057 / -10.8957 eV. Its lowest unoccupied orbital energy (alpha / beta) is 0.55 / 0.42 eV.

Relative energy (zero: lowest compared OMol25 entry of this formula, charge and spin) (computed, eV): 1.272 3.422 3.524